Model i:
The following is a quantum chemistry calculation of a structure of composition C24H51AsBr4O5PPtSbSi3, from the OMol25 dataset.

Computed properties:
**Gap between HOMO and LUMO (spin up / spin down)**: 0.215 / 0.215 Ha
**E_LUMO (spin up / spin down)**: -0.6 / -0.6 eV

XYZ file:
```
91
Properties=species:S:1:pos:R:3:lowdin_charge:R:1
C -1.959 0.442 4.327 -0.23
C -2.276 2.810 2.355 -0.22
H -3.544 2.736 -0.922 0.02
C 3.411 2.596 1.235 -0.20
C -2.061 0.772 -3.997 -0.29
P -0.119 -2.170 -1.136 0.57
H -1.809 -0.233 -4.334 0.01
C 2.700 -2.457 -2.328 -0.08
H -2.937 1.132 -4.539 0.03
H 1.557 0.422 4.797 -0.01
C -1.222 -3.239 -3.322 -0.28
H 0.417 -3.271 3.538 0.02
C 3.819 3.389 -2.658 -0.76
H -2.126 3.137 1.324 0.01
H 3.688 3.480 0.656 0.04
C -1.629 -4.620 -3.786 -0.06
Sb 0.385 0.412 1.380 0.91
C 1.552 -0.664 4.706 -0.23
C -1.657 -3.710 0.432 -0.26
H 2.284 2.331 4.173 0.01
H 1.358 4.802 0.501 0.04
H 3.488 -0.846 1.192 0.01
C 3.546 2.095 -2.213 -0.64
H -3.745 -3.191 0.427 0.07
O -0.050 2.217 -1.769 -0.38
H -4.514 -0.356 -1.153 0.02
H -3.789 0.768 0.902 0.01
H 2.709 -1.383 -2.133 0.03
H 0.038 3.700 0.129 -0.01
H -2.101 -2.633 -3.078 0.09
O 1.154 -2.790 -0.405 -0.30
Si 1.607 2.692 1.791 0.39
H -3.316 3.006 2.626 0.03
H -1.216 1.429 -4.200 0.03
C -4.023 -0.319 -2.123 -0.27
H -1.565 -3.726 1.518 0.12
H -1.859 -0.640 4.433 0.02
H 3.589 1.723 0.607 -0.01
C -3.090 -3.951 0.001 -0.06
H 1.928 4.030 3.865 0.03
C 2.775 4.294 -2.784 -0.76
H 2.124 -3.646 3.292 0.03
H 0.604 2.880 4.097 0.01
C 2.257 1.671 -1.884 -0.45
H -1.160 0.910 4.904 0.01
H 2.380 -1.055 5.304 0.03
O -0.393 -3.389 -2.162 -0.26
C -3.121 2.556 -1.909 -0.24
C 0.661 4.084 0.937 -0.21
C 2.363 -3.225 -1.067 -0.23
C -3.250 0.057 1.534 -0.24
H -2.805 -0.698 0.883 -0.02
H 4.081 2.534 2.095 0.03
O -1.240 -2.402 0.001 -0.35
C 1.476 3.881 -2.479 -0.63
Si 1.723 -1.232 2.909 0.37
H 3.688 -2.759 -2.675 0.09
H -4.703 0.110 -2.858 0.03
Si -1.895 0.963 2.509 0.35
Br 4.923 0.814 -1.980 0.77
H 0.624 -1.032 5.147 0.02
Br 5.597 3.910 -3.041 0.70
H -1.639 3.421 2.996 0.02
H -2.112 -5.161 -2.971 0.07
O 2.027 0.478 -1.388 -0.34
H -3.170 -3.909 -1.086 0.06
H 1.976 -2.674 -3.118 0.07
H -3.428 -4.931 0.339 0.08
H -0.994 -4.469 0.015 0.11
H -3.890 2.680 -2.670 0.04
C 1.184 2.589 -2.046 -0.44
C 3.482 -0.943 2.281 -0.22
Br 3.097 6.072 -3.353 0.69
H 1.062 -3.431 1.899 0.00
H 4.162 -1.754 2.554 0.03
H -2.309 3.261 -2.083 -0.01
H 3.148 -3.101 -0.321 0.12
Pt -0.166 0.133 -1.223 0.61
H 2.254 -4.290 -1.287 0.12
H -0.752 -5.184 -4.101 0.08
H 0.018 4.621 1.636 0.03
As -2.395 0.764 -2.080 1.01
H -0.659 -2.716 -4.100 0.12
C 1.282 -3.069 2.902 -0.21
H -3.774 -1.337 -2.422 0.01
H -3.977 -0.429 2.188 0.03
H -2.912 0.738 4.773 0.03
H -2.322 -4.552 -4.623 0.08
Br -0.006 5.053 -2.651 0.77
H 3.884 -0.015 2.690 0.02
C 1.597 3.007 3.660 -0.23
```


Model ii:
The following is a quantum chemistry calculation of a structure of composition C24H51AsBr4O5PPtSbSi3, from the OMol25 dataset.

Computed properties:
**Gap between HOMO and LUMO**: 0.256 Ha
**E_LUMO**: 0.2 eV

XYZ file:
```
91
Properties=species:S:1:pos:R:3:lowdin_charge:R:1
H -4.051 3.258 1.428 0.03
C -0.481 4.903 1.435 -0.23
C 4.001 -3.430 -0.279 -0.07
H -1.009 -4.050 -5.444 0.08
H -4.036 -0.316 -0.743 0.03
C -2.882 0.562 3.019 -0.22
H -3.034 -1.342 0.273 -0.02
C 4.121 -0.093 3.754 -0.76
O 1.616 -0.918 -2.858 -0.25
H -2.026 -3.882 2.703 0.04
H 0.331 -4.403 -3.407 0.12
C 0.131 2.727 3.455 -0.20
H 0.576 -5.073 2.119 0.04
H -1.899 0.845 -3.171 0.01
H -2.360 -2.170 2.331 0.01
H 1.535 1.810 -4.764 0.08
H 3.444 -1.482 -0.963 0.07
H -3.718 -0.006 3.439 0.04
Si -1.527 2.934 -1.841 0.29
H -5.334 2.057 1.616 0.04
H 2.647 3.838 1.693 0.04
O 2.050 -2.913 -1.595 -0.27
H -0.057 4.097 -3.475 0.04
Br 3.321 -0.348 6.480 0.70
C 2.629 -0.247 1.818 -0.47
H -1.661 -5.170 0.458 0.04
H 0.133 -0.109 -4.041 0.11
H -0.861 2.943 3.856 0.03
H 5.054 -3.187 -0.129 0.08
H -1.339 -2.371 -4.991 0.07
Pt 0.376 -0.965 0.199 0.65
C 1.769 -0.463 4.074 -0.63
H -3.660 3.994 -1.102 0.01
H -2.030 -3.694 -4.043 0.08
C 0.976 0.229 -3.431 -0.28
H 3.921 -4.476 -0.579 0.08
C -1.581 -2.903 2.521 -0.26
H -1.002 -2.575 3.380 -0.01
H -2.875 4.909 -2.390 0.04
C -2.367 1.826 -3.097 -0.22
C 1.536 -0.420 2.712 -0.43
O 0.293 -0.513 2.202 -0.46
P 0.909 -1.827 -1.755 0.48
H 0.861 3.298 4.036 0.05
H 3.489 -3.286 0.673 0.06
H -2.361 -3.791 -0.429 0.03
Si 0.268 3.204 1.668 0.33
H -2.283 5.033 -0.732 0.01
H -4.732 2.458 0.005 0.01
H -1.960 -0.005 3.169 -0.02
H 2.401 0.289 -5.035 0.08
C 3.433 -2.508 -1.324 -0.24
H 1.557 -3.611 2.409 0.04
C 0.070 -3.389 -3.714 -0.26
C -4.436 2.311 1.046 -0.23
O -0.232 -2.631 -2.520 -0.29
As -0.424 -3.052 0.989 0.98
C 0.068 3.690 -2.468 -0.22
H -1.561 4.908 1.600 0.02
H 0.331 1.668 3.603 -0.02
H 1.662 -4.445 0.845 0.01
H 0.344 4.520 -1.811 0.02
C -2.696 4.345 -1.468 -0.21
C 0.997 -4.177 1.664 -0.25
C 1.997 0.955 -4.272 -0.06
C 2.024 3.202 1.058 -0.20
H 2.820 1.311 -3.652 0.09
H -2.791 1.490 3.589 0.03
H -3.407 1.670 -2.798 0.03
H 0.936 -2.952 -4.212 0.12
Si -3.181 0.936 1.217 0.29
H 0.907 2.996 -2.477 0.01
H 0.587 0.850 -2.623 0.05
H 2.444 2.195 1.057 0.01
Br 0.271 -0.729 5.208 0.79
C -1.152 -3.372 -4.602 -0.06
H -0.867 -4.541 -1.009 0.01
H 2.084 3.583 0.035 0.03
C -3.800 -0.567 0.295 -0.23
H -0.028 5.583 2.162 0.04
C 3.058 -0.294 4.614 -0.77
C 3.897 -0.071 2.370 -0.64
Br 5.867 0.140 4.424 0.71
H -4.702 -0.973 0.762 0.04
H -0.284 5.303 0.438 0.01
O 2.420 -0.234 0.525 -0.31
H -2.375 2.283 -4.091 0.03
C -1.434 -4.275 -0.123 -0.26
Sb -0.928 1.485 0.182 0.94
H 3.961 -2.577 -2.275 0.12
Br 5.302 0.188 1.129 0.76
```


If you had to bet on the most stable structure above, which would it be? Bet on model ii.